No. 1
{
  "formula": "C5H6",
  "method": "ωB97M-V with the def2-TZVPD basis set",
  "e_lumo_ha": 0.03966,
  "smiles": "C=C1C=CC1",
  "relative_energy_kcal_mol": 47.1,
  "e_homo_ev": -8.78,
  "species": ["C", "C", "C", "C", "C", "H", "H", "H", "H", "H", "H"],
  "positions_angstrom": [[0.1510, 0.6262, -1.6934], [0.7236, -0.3714, 0.7552], [-1.3482, 0.0260, 0.4181], [-0.6027, -0.4118, 1.4675], [-0.1315, 0.1746, -0.4479], [1.1584, 0.7106, -2.0240], [-0.5783, 0.9925, -2.4347], [1.5321, 0.2810, 0.9732], [1.2021, -1.4458, 0.6805], [-2.4833, 0.1264, 0.0765], [-0.9983, -0.9777, 2.2228]],
  "forces_ev_per_a": [[-1.0, -0.3, 1.2], [0.1, -2.1, -1.4], [-0.7, 0.1, -1.5], [-1.0, 0.9, -2.5], [0.0, 0.3, -0.9], [0.8, -0.2, -0.1], [0.1, -0.3, 0.8], [0.5, 0.8, 1.0], [-1.0, 2.0, -0.3], [2.6, -0.2, 1.3], [-0.3, -0.9, 2.5]]
}

---

No. 2
{
  "formula": "C3H5InLiO4",
  "method": "ωB97M-V with the def2-TZVPD basis set",
  "e_lumo_ha": [-0.77199, -0.77069],
  "multiplicity": 2,
  "total_charge": 4,
  "e_homo_ev": [-26.30, -29.42],
  "s2": 0.7513,
  "species": ["O", "C", "C", "O", "O", "C", "In", "H", "H", "H", "H", "Li", "O", "H"],
  "positions_angstrom": [[0.0871, -0.7439, -0.7095], [-0.5815, -1.8222, -0.1853], [1.3386, -0.8671, -1.1080], [-1.7249, -1.5703, 0.2749], [-0.0863, -2.9512, -0.1577], [1.8322, 0.1179, -2.0512], [-1.7517, -3.5555, 0.6625], [1.6995, -1.8997, -1.1993], [2.9513, 0.1242, -2.0706], [1.8736, 0.6445, -0.8909], [1.7892, -0.3313, -3.0753], [-2.6870, 0.0514, 0.5647], [0.3253, 1.5003, -2.6843], [0.6538, 1.9908, -3.4637]],
  "forces_ev_per_a": [[2.4, 1.2, -0.5], [0.6, 0.3, 0.3], [-4.1, -2.6, -3.0], [0.6, 2.7, -0.9], [3.1, 1.7, -1.8], [-0.6, 2.5, 3.2], [-4.8, -6.9, 3.4], [1.1, -0.2, 1.3], [0.6, 0.4, -0.3], [0.4, 1.7, -2.1], [-0.5, 0.2, -0.9], [-1.0, 1.0, 0.4], [1.2, -2.4, 2.0], [0.9, 0.5, -0.9]]
}

---

No. 3
{
  "formula": "C8H19P",
  "method": "ωB97M-V with the def2-TZVPD basis set",
  "e_lumo_ha": 0.02523,
  "relative_energy_kcal_mol": 47.6,
  "e_homo_ev": -8.28,
  "species": ["C", "C", "C", "C", "C", "C", "C", "C", "P", "H", "H", "H", "H", "H", "H", "H", "H", "H", "H", "H", "H", "H", "H", "H", "H", "H", "H", "H"],
  "positions_angstrom": [[0.2336, 0.4531, -1.0041], [-0.7148, 1.7967, 2.2987], [-0.5319, -0.5826, 2.2807], [1.3102, 1.0467, 1.6684], [1.3698, -2.2730, -2.3485], [-1.0963, -0.9252, -2.9704], [-0.7630, 0.8789, 0.0290], [-0.1028, 0.6972, 1.4697], [0.7028, -0.6184, -3.0085], [1.0677, -0.0597, -0.6280], [0.7976, 1.3728, -1.3100], [-1.7606, 1.4850, 2.2577], [-0.6738, 2.6316, 1.5819], [-0.1641, 2.0502, 3.3192], [-1.5411, -0.9309, 2.0564], [0.1090, -1.4302, 2.0974], [-0.4033, -0.3494, 3.2894], [2.0391, 0.4737, 0.9624], [1.3803, 2.0428, 1.3625], [1.6242, 1.0069, 2.7060], [0.8421, -2.5265, -1.4037], [0.9797, -3.0388, -3.0621], [2.4082, -2.0348, -2.3484], [-1.2253, -1.4651, -1.9348], [-1.6200, 0.0031, -3.1308], [-1.5045, -1.6314, -3.7424], [-1.1307, 1.8841, -0.2053], [-1.6321, 0.0430, -0.2827]],
  "forces_ev_per_a": [[4.0, 2.0, -3.3], [-0.8, 1.4, 0.0], [0.6, -0.3, -2.7], [3.0, -2.3, -2.5], [-2.9, 0.8, -0.5], [-0.6, -2.9, 0.3], [-1.5, -4.2, -1.4], [-2.4, -0.7, 1.6], [-1.6, 0.9, 2.5], [0.7, -1.1, 1.2], [-0.5, -0.4, 0.0], [-0.4, 0.7, 1.3], [0.1, 0.6, 1.0], [-1.7, -0.7, -2.1], [-0.1, 0.4, 0.1], [0.4, -0.4, -0.3], [-0.1, 0.3, 1.8], [-0.9, 0.7, 1.6], [0.6, 1.8, -0.5], [0.0, -0.4, 0.0], [0.9, 0.3, -0.2], [1.0, 0.5, 0.2], [0.9, -0.9, 0.4], [-0.5, 1.3, -1.9], [-0.3, 0.3, 0.6], [0.5, 0.4, 0.5], [0.0, -0.3, 0.4], [1.3, 2.3, 1.9]]
}